w:
A cluster of 2 separate species, C4H9N2P in total, computed with ωB97M-V/def2-TZVPD.

Last column: natural (NBO) charge in e.
Atoms and positions in Å:
C  -1.24  -0.22  0.52  -0.0577
C  -0.28  -0.21  1.55  -0.0348
C  -1.33  -0.67  -1.95  -0.4094
C  1.99  1.88  0.91  -0.5117
N  -0.61  -0.50  -0.67  -0.6451
N  0.95  -0.56  1.18  -0.7881
P  1.08  -0.80  -0.47  0.9818
H  -2.36  -0.08  0.64  0.2241
H  -0.34  -0.01  2.68  0.2165
H  -0.96  -0.12  -2.77  0.2128
H  -1.53  -1.75  -2.24  0.1987
H  -2.35  -0.39  -1.75  0.2061
H  1.60  1.70  1.95  0.1798
H  2.81  1.29  0.65  0.1575
H  1.82  2.81  0.33  0.1686
H  0.75  -2.35  -0.55  -0.0991

Computed properties:
Spin multiplicity = 1
Frontier orbital gap (spin up / spin down) = 7.8 / 7.3 eV
HOMO energy (spin up / spin down) = -8.09 / -6.82 eV
Net charge = 0


x:
The molecule C4H9N2P, computed with ωB97M-V/def2-TZVPD.

Last column: natural (NBO) charge in e.
Atoms and positions in Å:
C  -1.87  -1.37  -0.77  -0.8755
C  -1.35  0.84  0.89  -0.5670
C  0.55  -1.20  0.98  -0.9178
C  0.78  0.43  -1.46  -0.9457
N  -3.29  -0.10  0.05  0.0283
N  -2.73  0.71  0.68  -0.1358
P  -0.56  -0.35  -0.34  1.2825
H  -2.04  -1.58  -1.80  0.2001
H  -0.94  1.82  0.84  0.2492
H  -1.28  0.13  1.77  0.2749
H  1.26  -0.35  1.37  0.2102
H  0.01  -1.62  1.86  0.2368
H  1.08  -1.99  0.55  0.2262
H  1.75  0.80  -1.06  0.2480
H  1.03  -0.34  -2.24  0.2495
H  0.22  1.22  -1.97  0.2361

Computed properties:
Spin multiplicity = 1
Frontier orbital gap (spin up / spin down) = 8.0 / 8.0 eV
HOMO energy (spin up / spin down) = -7.50 / -7.50 eV
Net charge = 0


Energies relative to the most stable structure, in hartree: w 0.0000; x 0.0368.


w:
A cluster of 13 separate species, C13H52O13 in total, computed with ωB97M-V/def2-TZVPD.

Last column: Löwdin charge in e.
Atoms and positions in Å:
C  -14.74  9.78  -36.14  -0.1751
O  -15.99  9.84  -35.49  -0.1224
H  -14.81  10.23  -37.13  0.0791
H  -13.99  10.35  -35.60  0.0710
H  -14.43  8.73  -36.20  0.0756
H  -15.91  9.36  -34.66  0.0718
C  -6.85  14.54  -46.77  -0.1792
O  -6.46  15.13  -47.98  -0.1188
H  -6.30  14.95  -45.93  0.0750
H  -7.90  14.66  -46.52  0.0751
H  -6.62  13.47  -46.85  0.0744
H  -5.67  15.66  -47.87  0.0735
C  -16.15  15.86  -40.22  -0.1476
O  -17.60  15.88  -40.22  -0.1266
H  -15.81  16.37  -41.12  0.0706
H  -15.59  16.24  -39.37  0.0703
H  -15.82  14.82  -40.23  0.0694
H  -17.92  16.44  -39.50  0.0639
C  -11.07  5.17  -42.11  -0.1998
O  -9.77  4.91  -41.69  -0.1006
H  -11.75  4.97  -41.28  0.0765
H  -11.24  6.19  -42.44  0.0775
H  -11.49  4.51  -42.87  0.0708
H  -9.22  5.37  -42.33  0.0755
C  -12.28  10.87  -47.94  -0.1993
O  -13.30  10.61  -48.86  -0.1025
H  -11.33  11.27  -48.28  0.0697
H  -12.67  11.69  -47.33  0.0809
H  -11.99  10.01  -47.35  0.0757
H  -13.05  9.80  -49.31  0.0755
C  -9.52  13.98  -32.68  -0.1906
O  -8.99  13.96  -33.94  -0.1273
H  -8.96  14.78  -32.20  0.0738
H  -10.57  14.26  -32.80  0.0845
H  -9.29  13.08  -32.12  0.0814
H  -9.50  14.52  -34.53  0.0783
C  -10.02  19.10  -42.83  -0.1933
O  -11.19  19.04  -42.09  -0.1202
H  -9.60  20.07  -42.55  0.0787
H  -9.30  18.32  -42.59  0.0793
H  -10.21  19.04  -43.90  0.0771
H  -11.66  19.87  -42.22  0.0794
C  -4.10  11.27  -35.02  -0.1857
O  -4.77  11.32  -36.25  -0.1128
H  -4.70  11.67  -34.20  0.0757
H  -4.02  10.25  -34.64  0.0692
H  -3.11  11.71  -35.06  0.0784
H  -5.68  11.59  -36.12  0.0751
C  -10.16  19.34  -36.78  -0.1849
O  -10.23  18.07  -37.34  -0.1232
H  -10.38  19.24  -35.72  0.0838
H  -9.14  19.70  -36.95  0.0744
H  -10.79  20.03  -37.34  0.0782
H  -10.32  18.24  -38.28  0.0709
C  -4.18  17.11  -36.47  -0.2105
O  -3.93  18.39  -36.07  -0.1067
H  -4.16  16.46  -35.60  0.0796
H  -5.11  16.93  -37.02  0.0804
H  -3.41  16.83  -37.19  0.0744
H  -3.17  18.37  -35.47  0.0830
C  -2.46  11.71  -42.25  -0.1713
O  -3.66  11.06  -41.92  -0.1341
H  -1.66  10.97  -42.21  0.0691
H  -2.64  12.14  -43.23  0.0849
H  -2.18  12.30  -41.38  0.0780
H  -3.88  11.10  -40.99  0.0734
C  -16.16  17.34  -46.51  -0.2011
O  -16.46  18.68  -46.73  -0.1012
H  -17.01  16.79  -46.10  0.0717
H  -15.94  16.79  -47.42  0.0731
H  -15.34  17.07  -45.85  0.0781
H  -17.01  18.74  -47.51  0.0793
C  -9.82  12.89  -40.88  -0.1378
O  -10.71  13.55  -41.85  -0.1323
H  -10.27  12.93  -39.89  0.0631
H  -9.58  11.86  -41.14  0.0789
H  -8.93  13.46  -40.60  0.0658
H  -10.87  14.46  -41.61  0.0623

Computed properties:
Spin multiplicity = 1
Frontier orbital gap = 10.2 eV
HOMO energy = -10.14 eV
Net charge = 0


x:
A structure of composition C13H52O13, computed with ωB97M-V/def2-TZVPD.

Last column: Löwdin charge in e.
Atoms and positions in Å:
C  10.22  19.84  0.70  -0.1155
O  9.06  19.20  1.30  -0.1508
H  11.06  19.64  1.37  0.0464
H  10.40  19.33  -0.24  0.0993
H  10.12  20.93  0.62  0.0572
H  9.21  18.26  1.42  -0.2192
C  13.29  18.27  6.65  -0.1413
O  13.42  16.85  6.57  -0.0953
H  12.35  18.59  6.20  0.0060
H  13.27  18.65  7.67  0.1013
H  14.10  18.69  6.05  0.0764
H  13.46  16.62  5.63  0.0654
C  9.60  18.25  5.45  -0.0311
O  10.90  18.29  5.98  -0.1425
H  9.68  17.88  4.43  0.1028
H  8.97  17.57  6.03  0.1355
H  9.06  19.20  5.43  0.0942
H  10.84  18.62  6.88  0.1724
C  12.41  21.26  5.77  -0.0715
O  11.39  22.20  5.62  -0.0368
H  12.00  20.34  6.19  0.0799
H  12.90  21.10  4.82  0.0515
H  13.06  21.63  6.57  0.1222
H  11.07  22.40  6.50  0.1625
C  13.34  22.43  3.02  -0.1696
O  13.23  23.84  3.20  -0.0901
H  13.85  21.97  3.87  0.0743
H  12.33  22.02  3.10  0.0399
H  13.94  22.16  2.15  0.1177
H  12.94  24.17  2.35  0.0649
C  10.71  15.41  4.78  -0.1474
O  11.55  16.53  4.76  -0.1335
H  10.57  14.88  5.72  0.0964
H  9.73  15.84  4.55  0.0668
H  10.99  14.72  3.99  0.0886
H  11.06  17.18  5.27  -0.0592
C  7.05  18.83  3.42  -0.1284
O  7.47  19.40  4.63  -0.1667
H  6.58  19.61  2.83  0.0977
H  7.85  18.32  2.89  0.0394
H  6.31  18.03  3.50  0.0753
H  7.91  20.23  4.46  -0.2152
C  14.25  19.56  3.63  -0.1316
O  13.24  20.12  2.82  -0.1966
H  14.00  19.81  4.66  0.0390
H  14.44  18.49  3.54  0.0925
H  15.21  19.98  3.35  0.0960
H  12.38  19.82  3.12  -0.0233
C  10.88  22.73  1.44  -0.1930
O  11.32  22.36  0.16  -0.1081
H  11.37  23.64  1.78  0.0646
H  9.82  22.87  1.23  0.1215
H  11.06  21.92  2.15  0.0341
H  11.97  21.68  0.35  0.0785
C  10.63  16.76  1.86  -0.0474
O  9.29  17.16  1.65  -0.0098
H  10.68  16.06  2.70  0.0514
H  10.95  16.21  0.98  0.1037
H  11.35  17.57  1.98  0.0999
H  8.75  16.83  2.37  0.1176
C  10.67  19.86  3.43  -0.1158
O  11.68  19.33  4.27  -0.1465
H  10.37  19.09  2.72  0.0618
H  9.76  20.21  3.92  0.0942
H  11.06  20.71  2.89  0.0602
H  11.30  18.92  5.05  -0.1296
C  10.29  23.70  4.09  -0.0546
O  10.28  22.30  4.01  -0.1813
H  9.34  23.94  4.58  0.0780
H  11.19  24.06  4.59  0.1058
H  10.22  24.19  3.12  0.0820
H  10.99  21.96  4.54  -0.0957
C  7.76  22.01  5.31  -0.0514
O  8.48  21.19  4.45  -0.0993
H  8.09  21.84  6.34  0.1034
H  7.91  23.04  4.97  0.0765
H  6.70  21.82  5.20  0.1081
H  9.34  21.60  4.31  -0.1045

Computed properties:
Spin multiplicity = 1
Frontier orbital gap = 8.3 eV
HOMO energy = -8.64 eV
Net charge = 0


y:
A cluster of 13 separate species, C13H52O13 in total, computed with ωB97M-V/def2-TZVPD.

Last column: Löwdin charge in e.
Atoms and positions in Å:
C  -3.97  -0.72  1.87  -0.1584
O  -3.45  0.58  1.82  -0.1346
H  -3.54  -1.36  1.10  0.0478
H  -3.78  -1.11  2.87  0.0838
H  -5.06  -0.75  1.75  0.0761
H  -3.57  0.94  0.94  -0.0021
C  -2.80  2.72  -0.45  -0.1401
O  -3.71  1.66  -0.59  -0.1221
H  -2.32  2.94  -1.40  0.0823
H  -3.38  3.61  -0.21  0.0861
H  -2.05  2.64  0.34  0.0795
H  -4.37  1.87  -1.25  0.1068
C  -0.93  -3.40  1.94  -0.1217
O  -0.48  -2.91  3.22  -0.1342
H  -1.42  -2.57  1.43  0.0529
H  -0.10  -3.84  1.39  0.0564
H  -1.68  -4.18  2.12  0.0818
H  0.13  -2.17  3.09  0.0168
C  1.92  4.92  -1.29  -0.1800
O  2.90  4.10  -0.70  -0.1271
H  0.99  4.36  -1.34  0.0657
H  1.81  5.83  -0.71  0.0756
H  2.13  5.13  -2.34  0.0743
H  2.46  3.68  0.05  0.0213
C  1.51  -4.21  -1.07  -0.1307
O  1.17  -4.90  -2.25  -0.1229
H  1.53  -4.99  -0.30  0.0858
H  2.53  -3.84  -1.14  0.0757
H  0.81  -3.41  -0.82  0.0710
H  1.88  -5.53  -2.38  0.0924
C  0.57  4.26  2.16  -0.0957
O  1.37  3.20  1.53  -0.1500
H  0.47  4.09  3.24  0.0617
H  1.17  5.17  2.06  0.0798
H  -0.44  4.38  1.76  0.0757
H  0.77  2.52  1.21  0.0278
C  -0.29  -2.15  -3.82  -0.1501
O  -0.82  -3.46  -3.80  -0.1062
H  0.79  -2.00  -3.91  0.0746
H  -0.62  -1.67  -4.74  0.0809
H  -0.59  -1.52  -2.99  0.0632
H  -0.11  -3.97  -3.40  0.0428
C  2.52  -0.41  2.47  -0.1401
O  1.72  -0.92  3.52  -0.1377
H  2.43  0.68  2.47  0.0783
H  3.56  -0.66  2.67  0.0874
H  2.13  -0.81  1.53  0.0576
H  1.28  -0.15  3.89  -0.0004
C  -3.43  -2.59  -1.57  -0.1978
O  -3.01  -3.78  -2.15  -0.1048
H  -3.96  -1.91  -2.23  0.0740
H  -4.19  -2.81  -0.81  0.0764
H  -2.59  -2.05  -1.14  0.0568
H  -2.34  -3.57  -2.81  0.0206
C  -0.72  1.33  4.28  -0.1016
O  0.63  1.16  4.68  -0.1215
H  -0.73  2.21  3.64  0.0601
H  -1.07  0.48  3.69  0.0798
H  -1.33  1.55  5.15  0.0931
H  0.67  1.27  5.63  0.1022
C  3.92  -0.13  -0.64  -0.1498
O  4.66  -1.35  -0.65  -0.1173
H  4.12  0.47  -1.53  0.0749
H  2.86  -0.37  -0.72  0.0541
H  3.97  0.45  0.28  0.0791
H  4.39  -1.80  -1.45  0.0600
C  1.67  1.31  -3.81  -0.0699
O  0.46  1.35  -2.96  -0.1500
H  2.44  1.84  -3.26  0.0820
H  1.92  0.27  -3.97  0.0651
H  1.51  1.74  -4.79  0.0819
H  -0.30  1.32  -3.54  0.0840
C  -0.18  0.04  0.05  -0.1235
O  0.42  1.30  -0.27  -0.1394
H  -0.11  -0.15  1.12  0.0715
H  -1.26  0.05  -0.09  0.0612
H  0.20  -0.83  -0.48  0.0657
H  0.34  1.51  -1.21  0.0255

Computed properties:
Spin multiplicity = 1
Frontier orbital gap = 9.7 eV
HOMO energy = -9.68 eV
Net charge = 0


Energies relative to the most stable structure, in hartree: w 0.1206; x 0.5725; y 0.0000.


w:
The molecule C16H25N3O, computed with ωB97M-V/def2-TZVPD.

Last column: natural (NBO) charge in e.
Atoms and positions in Å:
C  1.69  -4.50  -5.36  -0.6089
C  2.94  -3.77  -4.90  -0.3949
C  2.74  -2.26  -4.74  -0.3870
C  1.73  -1.85  -3.68  -0.3992
C  2.15  -2.22  -2.26  -0.3940
C  1.13  -1.81  -1.20  -0.3848
C  0.98  -0.30  -1.04  -0.5028
C  0.12  0.04  0.17  0.6631
O  -0.39  -0.79  0.89  -0.6176
N  0.00  1.38  0.35  -0.4661
N  -0.83  2.03  1.23  -0.2885
C  -0.83  1.76  2.48  0.2937
C  0.12  0.81  3.15  -0.6954
C  -1.81  2.47  3.30  -0.1625
C  -2.37  3.67  2.84  -0.1277
C  -3.30  4.35  3.59  -0.2796
C  -3.71  3.87  4.83  0.1968
N  -4.68  4.51  5.55  -0.7972
C  -3.16  2.67  5.29  -0.2996
C  -2.23  1.99  4.54  -0.1095
H  1.91  -5.55  -5.55  0.2100
H  0.91  -4.46  -4.60  0.2001
H  1.30  -4.05  -6.27  0.2003
H  3.73  -3.93  -5.64  0.2004
H  3.29  -4.20  -3.96  0.1940
H  3.71  -1.81  -4.50  0.1973
H  2.42  -1.85  -5.70  0.1969
H  0.76  -2.30  -3.89  0.1963
H  1.60  -0.77  -3.74  0.1962
H  2.30  -3.30  -2.19  0.2022
H  3.11  -1.74  -2.04  0.1910
H  0.16  -2.25  -1.43  0.2078
H  1.44  -2.22  -0.23  0.2188
H  0.51  0.13  -1.93  0.2183
H  1.96  0.16  -0.92  0.2186
H  0.22  1.98  -0.44  0.3902
H  1.07  0.81  2.62  0.2271
H  -0.27  -0.21  3.11  0.2663
H  0.28  1.09  4.19  0.2190
H  -2.06  4.04  1.88  0.2295
H  -3.72  5.28  3.22  0.2051
H  -4.76  4.28  6.53  0.3828
H  -4.86  5.48  5.32  0.3828
H  -3.48  2.27  6.24  0.2045
H  -1.84  1.05  4.91  0.2062

Computed properties:
Spin multiplicity = 1
SMILES = CCCCCCCC(=O)N/N=C(\C)c1ccc(N)cc1
Frontier orbital gap = 8.6 eV
HOMO energy = -7.65 eV
Net charge = 0


x:
The molecule C16H25N3O, computed with ωB97M-V/def2-TZVPD.

Last column: natural (NBO) charge in e.
Atoms and positions in Å:
C  -4.08  -3.32  -0.16  -0.6306
C  -3.37  -2.62  0.95  -0.3323
C  -3.32  -1.00  0.78  -0.3675
C  -2.42  -0.65  -0.27  -0.4538
C  -2.44  0.73  -0.57  -0.3536
C  -1.92  1.55  0.84  -0.4354
C  -1.81  3.02  0.74  -0.3499
C  -0.68  3.56  -0.59  -0.4583
C  0.67  3.12  -0.12  0.6147
O  1.47  3.69  0.69  -0.6443
N  1.01  2.05  -0.50  -0.3883
N  2.13  1.38  -0.30  -0.1916
C  2.59  -0.05  -0.73  0.2209
C  1.68  -0.69  -1.36  -0.6397
C  3.89  -0.28  -0.11  -0.1647
C  4.29  -1.61  -0.15  -0.1399
C  5.40  -2.16  0.44  -0.2634
C  6.37  -1.28  0.79  0.0311
N  5.97  0.14  0.82  -0.3928
C  4.84  0.52  0.14  0.0625
H  -5.23  -2.98  -0.42  0.2038
H  -3.57  -3.32  -1.11  0.1981
H  -4.32  -4.33  -0.13  0.2226
H  -4.03  -2.94  2.00  0.1696
H  -2.65  -2.92  1.36  0.1666
H  -4.49  -0.68  0.57  0.1992
H  -3.33  -0.53  1.87  0.2241
H  -1.45  -0.96  -0.13  0.1932
H  -2.73  -1.05  -0.94  0.1881
H  -3.51  1.19  -0.58  0.2052
H  -1.84  1.34  -1.27  0.2054
H  -2.49  1.53  1.67  0.2136
H  -0.92  1.08  1.02  0.1932
H  -1.43  3.72  1.47  0.2417
H  -2.71  3.53  0.14  0.1988
H  -0.99  3.09  -1.34  0.1752
H  -0.61  4.59  -0.48  0.2393
H  0.44  1.53  -1.15  0.3390
H  0.96  -1.09  -1.21  0.1916
H  2.45  -1.45  -2.04  0.2126
H  1.27  -0.32  -2.30  0.2409
H  3.43  -2.43  -0.24  0.2054
H  5.66  -3.15  0.34  0.2169
H  7.21  -1.27  1.25  0.1954
H  4.64  1.71  0.30  0.2374

Computed properties:
Spin multiplicity = 1
SMILES = CCCCCCCCC(=O)N/N=C(\C)c1cccnc1
Frontier orbital gap = 7.4 eV
HOMO energy = -8.04 eV
Net charge = 0


Energies relative to the most stable structure, in hartree: w 0.0000; x 0.7239.